(1)
DFT (ωB97M-V/def2-TZVPD) results for C33H31IrN6O4 as an isolated structure.

- Calculated total energy: -2008.91465 Ha
- LUMO energy (alpha / beta): -9.317 / -11.281 eV
- Expectation value of S²: 8.847

Geometry as ORCA input:
```
! RIJCOSX wB97M-V def2-TZVPD def2/J DEFGRID3
* xyz 3 6
Ir 0.01 0.38 -0.22
C -1.06 2.17 -2.91
O -1.46 1.19 -1.92
C -2.78 0.88 -1.81
C -3.76 1.39 -2.63
C -5.08 0.98 -2.44
C -5.42 0.06 -1.43
C -4.45 -0.45 -0.62
C -3.10 -0.06 -0.78
N -2.09 -0.51 0.02
N -2.38 -1.56 0.74
C -1.66 -1.93 1.78
C -0.56 -1.13 2.38
O -0.16 -0.04 1.83
C 0.02 -1.54 3.59
C -0.40 -2.70 4.19
C -1.41 -3.54 3.64
C -1.79 -4.71 4.30
C -2.79 -5.52 3.77
C -3.41 -5.16 2.59
C -3.05 -3.99 1.92
C -2.05 -3.17 2.43
H -1.27 1.80 -3.90
H 0.02 2.30 -2.78
H -1.57 3.11 -2.72
H -3.53 2.09 -3.42
H -5.84 1.38 -3.09
H -6.45 -0.22 -1.30
H -4.70 -1.14 0.18
H 0.79 -0.92 4.02
H 0.06 -3.00 5.12
H -1.30 -4.98 5.23
H -3.09 -6.42 4.29
H -4.20 -5.78 2.18
H -3.55 -3.72 1.00
O 6.57 2.86 -0.77
C 6.32 1.58 -1.29
C 4.85 1.31 -1.20
C 4.30 0.12 -1.68
C 2.95 -0.10 -1.56
N 2.12 0.80 -1.02
C 2.62 1.98 -0.60
C 3.98 2.26 -0.66
C 1.64 2.97 -0.11
C 1.93 4.31 0.06
C 0.94 5.18 0.52
C 1.25 6.64 0.70
O 2.64 6.77 0.85
C -0.32 4.67 0.78
C -0.56 3.33 0.56
N 0.40 2.50 0.13
H 7.51 3.06 -0.80
H 6.84 0.80 -0.72
H 6.62 1.49 -2.34
H 4.93 -0.63 -2.14
H 2.50 -1.01 -1.92
H 4.38 3.19 -0.30
H 2.92 4.70 -0.14
H 0.69 7.03 1.55
H 0.90 7.17 -0.20
H 2.86 7.69 1.08
H -1.12 5.29 1.16
H -1.53 2.89 0.76
C -0.26 -5.00 -2.05
N 0.22 -3.82 -1.32
C 1.15 -3.82 -0.31
C 1.30 -2.53 0.08
N 0.47 -1.74 -0.69
C -0.16 -2.56 -1.52
H 0.32 -5.86 -1.73
H -0.11 -4.85 -3.12
H -1.31 -5.16 -1.83
H 1.63 -4.72 0.03
H 1.96 -2.11 0.83
H -0.89 -2.27 -2.27
*
```

---

(2)
DFT (ωB97M-V/def2-TZVPD) results for C58H58IrN7O3P2S6 as an isolated structure at a distorted geometry.

- Calculated total energy: -6029.80836 Ha
- LUMO energy (alpha / beta): -5.092 / -5.093 eV

Geometry as ORCA input:
```
! RIJCOSX wB97M-V def2-TZVPD def2/J DEFGRID3
* xyz 2 1
Ir 0.00 0.41 -0.20
N 2.61 -0.59 -1.03
P 2.10 -0.73 0.59
C 3.25 0.32 1.55
C 2.82 1.19 2.55
C 3.74 1.97 3.24
C 5.09 1.89 2.93
C 5.53 1.00 1.96
C 4.62 0.21 1.28
C 2.83 -2.34 0.98
C 3.26 -3.21 -0.02
C 3.94 -4.37 0.32
C 4.16 -4.69 1.65
C 3.70 -3.84 2.65
C 3.04 -2.67 2.32
P 1.67 0.48 -1.93
C 1.37 -0.34 -3.51
C 0.64 -1.53 -3.49
C 0.27 -2.13 -4.68
C 0.61 -1.54 -5.89
C 1.32 -0.35 -5.91
C 1.70 0.26 -4.72
C 2.77 1.86 -2.30
C 4.07 1.57 -2.73
C 4.96 2.60 -2.99
C 4.57 3.92 -2.82
C 3.28 4.21 -2.40
C 2.38 3.19 -2.15
H 3.59 -0.73 -1.27
H 1.77 1.25 2.78
H 3.40 2.65 4.01
H 5.80 2.52 3.45
H 6.58 0.92 1.73
H 4.98 -0.50 0.55
H 3.08 -2.98 -1.07
H 4.28 -5.04 -0.46
H 4.70 -5.59 1.91
H 3.86 -4.09 3.69
H 2.69 -1.99 3.09
H 0.36 -1.97 -2.53
H -0.28 -3.06 -4.67
H 0.31 -2.00 -6.82
H 1.58 0.12 -6.85
H 2.25 1.19 -4.74
H 4.38 0.54 -2.90
H 5.96 2.37 -3.33
H 5.27 4.72 -3.02
H 2.97 5.24 -2.27
H 1.37 3.43 -1.83
O -0.60 -1.85 -0.52
S -1.76 -2.51 0.22
C -1.01 -3.53 1.57
C -0.48 -4.88 1.18
C 0.56 -4.99 0.26
C 1.04 -6.24 -0.10
C 0.48 -7.39 0.45
C -0.57 -7.28 1.34
C -1.05 -6.03 1.71
C -2.30 -3.88 -0.85
C -3.15 -3.41 -2.00
C -2.77 -3.71 -3.31
C -3.59 -3.38 -4.37
C -4.80 -2.73 -4.14
C -5.17 -2.40 -2.84
C -4.34 -2.73 -1.78
H -1.80 -3.61 2.32
H -0.21 -2.88 1.94
H 0.98 -4.09 -0.16
H 1.85 -6.31 -0.82
H 0.87 -8.36 0.17
H -1.01 -8.17 1.77
H -1.88 -5.96 2.40
H -2.87 -4.54 -0.19
H -1.40 -4.38 -1.18
H -1.84 -4.25 -3.48
H -3.31 -3.65 -5.38
H -5.46 -2.50 -4.96
H -6.11 -1.89 -2.66
H -4.64 -2.50 -0.76
C -4.09 3.86 0.38
S -2.38 3.44 -0.04
C -1.55 3.71 1.46
C -0.25 3.40 1.64
S 0.82 2.60 0.54
S 0.46 3.98 3.14
C -0.96 4.69 3.82
S -1.02 5.41 5.28
S -2.35 4.54 2.78
H -4.66 3.71 -0.54
H -4.17 4.91 0.67
H -4.47 3.21 1.16
C -0.87 2.20 -3.35
C -1.92 1.46 -2.59
N -1.75 0.74 -1.49
C -2.99 0.29 -1.10
C -3.92 0.73 -1.98
N -3.22 1.48 -2.92
C -3.84 2.16 -4.06
N -4.51 1.25 -4.93
N -5.79 0.87 -4.66
N -6.18 0.05 -5.55
C -5.15 -0.15 -6.46
C -5.08 -0.96 -7.60
C -3.89 -0.96 -8.29
C -2.80 -0.17 -7.88
C -2.86 0.63 -6.76
C -4.06 0.62 -6.06
H 0.07 2.13 -2.82
H -1.13 3.26 -3.43
H -0.74 1.79 -4.35
H -3.13 -0.31 -0.22
H -4.98 0.59 -2.04
H -3.07 2.68 -4.61
H -4.57 2.86 -3.69
H -5.93 -1.56 -7.91
H -3.79 -1.57 -9.18
H -1.89 -0.19 -8.47
H -2.01 1.25 -6.46
O -1.12 0.25 1.77
C -0.61 -0.32 2.76
O 0.49 -0.92 2.87
C -1.48 -0.30 4.07
N -0.60 -0.88 5.14
C -0.23 0.21 6.10
C -0.50 1.49 5.32
C -1.76 1.13 4.51
H -2.37 -0.90 3.89
H 0.21 -1.17 4.53
H -0.99 -1.69 5.61
H 0.80 0.10 6.41
H -0.88 0.15 6.97
H 0.33 1.72 4.65
H -0.66 2.34 5.98
H -1.92 1.78 3.65
H -2.64 1.18 5.16
*
```

---

(3)
DFT (ωB97M-V/def2-TZVPD) results for C21H66F6N19O23S2Zn as an isolated structure at a distorted geometry.

- Calculated total energy: -6785.68051 Ha
- LUMO energy: -2.434 eV

Geometry as ORCA input:
```
! RIJCOSX wB97M-V def2-TZVPD def2/J DEFGRID3
* xyz 1 1
Zn -16.48 12.95 -1.41
C -14.05 10.69 1.48
F -14.76 9.90 0.72
F -14.57 10.64 2.71
F -12.78 10.38 1.53
S -14.15 12.49 0.89
O -13.55 13.29 1.94
O -13.30 12.46 -0.27
N -15.75 12.86 0.47
S -16.50 13.47 1.79
O -17.92 13.42 1.55
O -16.14 12.84 3.02
C -15.96 15.28 1.87
F -14.95 15.44 0.99
F -16.91 16.11 1.61
F -15.43 15.53 3.05
C -18.97 11.38 -1.96
O -18.03 11.65 -1.18
N -19.15 10.14 -2.53
N -19.77 12.36 -2.48
H -20.09 9.91 -2.79
H -18.62 9.33 -2.18
H -20.69 12.14 -2.82
H -19.57 13.27 -2.10
C -14.25 11.94 7.10
O -14.59 12.09 8.29
N -15.09 11.78 6.03
N -12.94 11.48 6.90
H -16.07 11.94 6.13
H -14.75 11.57 5.11
H -12.65 11.31 7.85
H -12.59 11.18 6.00
C -11.10 11.38 3.88
O -11.74 10.53 4.49
N -11.55 12.65 3.69
N -9.89 11.06 3.32
H -11.07 13.27 3.07
H -12.53 12.85 3.79
H -9.40 10.24 3.62
H -9.36 11.85 2.99
C -18.20 15.62 -1.09
O -17.80 14.46 -1.21
N -17.35 16.67 -1.11
N -19.53 15.93 -1.11
H -17.63 17.62 -0.94
H -16.37 16.51 -1.29
H -19.91 16.73 -0.63
H -20.11 15.12 -1.23
C -15.62 19.40 4.92
O -15.57 20.63 4.94
N -15.00 18.70 3.89
N -16.43 18.63 5.70
H -14.47 19.23 3.24
H -15.13 17.71 3.81
H -17.06 19.12 6.30
H -16.42 17.62 5.65
C -14.77 10.56 -2.91
O -15.16 11.52 -2.21
N -15.41 9.37 -2.88
N -13.74 10.67 -3.79
H -15.17 8.60 -3.48
H -16.19 9.27 -2.24
H -13.67 9.95 -4.48
H -13.13 11.46 -3.73
C -16.94 7.52 1.09
O -16.79 7.19 -0.09
N -16.72 6.60 2.10
N -17.28 8.74 1.59
H -16.49 5.68 1.76
H -16.66 6.87 3.06
H -17.42 9.50 0.94
H -17.25 9.03 2.55
C -14.06 15.00 -2.51
O -15.08 14.41 -2.11
N -12.90 15.00 -1.82
N -14.05 15.64 -3.72
H -12.03 15.23 -2.26
H -12.88 14.64 -0.88
H -14.93 15.90 -4.12
H -13.23 16.16 -3.98
C -14.27 15.60 6.15
O -15.37 16.04 5.79
N -13.20 15.39 5.31
N -14.10 15.04 7.38
H -12.45 14.82 5.64
H -13.39 15.77 4.41
H -13.28 14.60 7.75
H -14.89 15.03 8.00
C -11.44 17.54 1.32
C -11.96 16.89 2.59
O -11.85 15.48 2.54
O -12.10 16.99 0.19
H -10.40 17.21 1.22
H -11.45 18.63 1.35
H -13.01 17.16 2.74
H -11.37 17.26 3.42
H -12.61 15.18 2.03
H -12.75 17.62 -0.13
C -10.69 11.51 -1.67
C -9.84 11.17 -0.46
O -9.49 9.79 -0.40
O -10.02 11.05 -2.85
H -10.88 12.58 -1.68
H -11.64 10.97 -1.62
H -10.35 11.44 0.47
H -8.96 11.81 -0.50
H -8.62 9.76 0.00
H -9.75 10.15 -2.63
C -22.35 13.60 2.31
C -21.15 13.11 1.55
O -20.82 14.05 0.55
O -22.02 14.86 2.94
H -22.49 12.95 3.19
H -23.23 13.80 1.71
H -21.22 12.12 1.09
H -20.32 12.97 2.25
H -20.47 14.85 0.95
H -22.31 14.89 3.85
C -18.36 14.08 5.67
C -19.14 12.86 5.19
O -19.84 12.24 6.26
O -17.69 14.70 4.57
H -17.62 13.75 6.41
H -19.02 14.76 6.22
H -18.44 12.17 4.73
H -19.88 13.21 4.47
H -19.18 11.85 6.85
H -16.92 15.06 5.03
C -13.23 7.00 0.23
C -11.99 7.41 -0.50
O -11.59 6.34 -1.36
O -13.06 5.85 1.09
H -14.04 6.63 -0.42
H -13.68 7.74 0.90
H -11.22 7.73 0.21
H -12.17 8.27 -1.15
H -11.07 5.74 -0.82
H -13.90 5.54 1.41
*
```

---

(4)
DFT (ωB97M-V/def2-TZVPD) results for a 10-piece molecular cluster, C12H44O16 overall at a distorted geometry.

- Calculated total energy: -1687.28062 Ha
- SMILES: OCCO.OCCO.OCCO.OCCO.OCCO.OCCO.O.O.O.O
- LUMO energy: 0.065 eV

Geometry as ORCA input:
```
! RIJCOSX wB97M-V def2-TZVPD def2/J DEFGRID3
* xyz 0 1
O -22.75 2.03 5.25
H -23.52 2.30 5.80
H -22.96 2.34 4.40
O -25.45 2.30 -1.29
H -25.07 2.21 -2.16
H -25.55 1.36 -1.03
O -23.05 3.51 -0.37
H -23.63 2.76 -0.48
H -22.30 3.12 0.05
O -22.94 3.01 2.73
H -23.84 3.01 2.41
H -22.42 3.73 2.27
C -24.71 1.13 7.62
C -25.45 2.34 7.07
O -24.43 3.29 6.97
O -25.59 0.04 7.92
H -24.19 1.33 8.53
H -23.90 0.70 7.04
H -26.18 2.69 7.81
H -25.76 2.15 6.06
H -24.14 3.45 7.91
H -25.13 -0.55 8.51
C -25.24 6.02 1.34
C -26.01 5.97 0.03
O -25.06 5.57 -0.93
O -26.08 6.14 2.44
H -24.47 6.75 1.41
H -24.77 5.07 1.52
H -26.42 6.95 -0.28
H -26.77 5.16 0.01
H -24.92 4.63 -0.86
H -25.61 5.61 3.15
C -23.19 -0.28 1.63
C -23.09 -0.84 3.04
O -23.97 -1.90 3.15
O -22.23 0.76 1.46
H -24.18 -0.01 1.43
H -22.96 -1.13 0.99
H -23.33 -0.10 3.78
H -22.01 -0.99 3.29
H -24.34 -1.88 4.03
H -22.41 1.43 2.13
C -26.35 -3.76 1.22
C -25.39 -4.92 1.39
O -25.93 -6.18 1.72
O -25.61 -2.59 0.94
H -27.00 -3.68 2.09
H -27.07 -4.06 0.50
H -24.79 -4.68 2.24
H -24.78 -4.98 0.43
H -25.97 -6.18 2.68
H -25.10 -2.38 1.74
C -26.38 2.04 2.48
C -26.04 0.88 3.29
O -27.11 0.65 4.15
O -25.29 2.29 1.58
H -26.56 2.94 3.04
H -27.37 1.74 1.96
H -25.19 1.23 3.90
H -25.81 -0.09 2.72
H -26.92 0.04 4.84
H -25.61 2.64 0.80
C -25.77 -2.90 5.90
C -24.99 -3.71 6.93
O -25.51 -5.00 7.03
O -25.22 -1.65 5.64
H -26.81 -2.86 6.10
H -25.73 -3.44 4.95
H -25.02 -3.30 7.94
H -24.05 -3.72 6.54
H -24.95 -5.48 7.60
H -25.43 -1.09 6.38
*
```

---

(5)
DFT (ωB97M-V/def2-TZVPD) results for a 2-piece molecular cluster, C3H7N2O2P overall at a distorted geometry.

- Calculated total energy: -719.74717 Ha
- SMILES: C/C=N/O.O=C=NP
- LUMO energy: 0.715 eV

Geometry as ORCA input:
```
! RIJCOSX wB97M-V def2-TZVPD def2/J DEFGRID3
* xyz 0 1
C 1.63 -0.10 -0.38
C -1.64 -0.89 -1.73
C -1.03 -0.31 -0.50
N -1.40 0.81 0.00
N 2.14 0.02 0.67
O 1.48 -0.13 -1.51
O -0.66 1.11 1.13
P 1.62 0.05 2.23
H -2.78 -0.89 -1.73
H -1.20 -0.34 -2.67
H -1.27 -1.98 -1.83
H -0.43 -1.01 0.10
H -0.65 2.08 0.99
H 1.41 1.40 2.25
H 2.78 0.18 2.96
*
```

---

(6)
DFT (ωB97M-V/def2-TZVPD) results for one molecule with the formula C20H16ClNO6 at a distorted geometry.

- Calculated total energy: -1738.19459 Ha
- SMILES: O=C(COc1ccc2ccc(=O)oc2c1)N[C@@H](Cc1ccc(Cl)cc1)C(=O)O
- LUMO energy: -0.187 eV

Geometry as ORCA input:
```
! RIJCOSX wB97M-V def2-TZVPD def2/J DEFGRID3
* xyz 0 1
O 1.01 1.78 -4.03
C 1.08 0.88 -3.23
N 1.49 1.03 -1.95
H 1.58 0.22 -1.36
C 1.96 2.29 -1.44
C 3.44 2.24 -1.08
O 4.06 3.17 -0.66
O 3.97 1.03 -1.28
H 4.91 1.03 -1.05
H 1.84 3.02 -2.24
C 1.15 2.75 -0.20
C 1.20 1.72 0.89
C 2.27 1.68 1.78
C 2.36 0.70 2.75
C 1.36 -0.26 2.83
C 0.28 -0.24 1.97
C 0.21 0.75 1.00
H -0.64 0.78 0.33
H -0.49 -0.98 2.05
Cl 1.46 -1.49 4.04
H 3.18 0.68 3.44
H 3.04 2.44 1.72
H 0.11 2.91 -0.51
H 1.57 3.69 0.14
C 0.71 -0.56 -3.59
O 0.29 -1.34 -2.48
C -0.89 -1.03 -1.88
C -1.25 -1.85 -0.82
C -2.43 -1.61 -0.13
C -3.27 -0.54 -0.49
C -2.89 0.26 -1.57
C -1.72 0.04 -2.25
H -1.45 0.69 -3.07
H -3.52 1.09 -1.85
C -4.46 -0.35 0.27
C -4.75 -1.18 1.29
C -3.86 -2.27 1.66
O -4.05 -3.04 2.57
O -2.72 -2.42 0.91
H -5.64 -1.08 1.90
H -5.12 0.46 0.00
H -0.61 -2.67 -0.53
H -0.03 -0.55 -4.39
H 1.61 -1.06 -3.96
*
```

---

(7)
DFT (ωB97M-V/def2-TZVPD) results for C3H4F3O5STl as an isolated structure at a distorted geometry.

- Calculated total energy: -1363.12563 Ha
- LUMO energy (alpha / beta): 1.938 / 1.411 eV
- Expectation value of S²: 0.758

Geometry as ORCA input:
```
! RIJCOSX wB97M-V def2-TZVPD def2/J DEFGRID3
* xyz -1 2
Tl 1.55 -0.19 -0.41
C -0.24 4.20 1.88
F -0.92 3.10 2.38
F -0.91 4.77 0.88
F -0.26 5.08 2.83
S 1.56 3.75 1.38
O 1.86 4.55 0.22
O 2.27 4.15 2.60
O 1.47 2.33 1.04
O -0.68 -2.07 -0.93
C -1.20 -3.37 -1.27
C -0.28 -4.55 -1.93
O 0.82 -5.20 -1.34
H -2.03 -3.14 -1.93
H -1.73 -3.81 -0.43
H -0.21 -4.27 -2.98
H -1.06 -5.31 -2.01
*
```

---

Question: The highest calculated total energy belongs to which entry?
Answer: C3H7N2O2P

---

Question: Among the records above, which one has the highest calculated total energy?
Answer: C3H7N2O2P